13
Properties=species:S:1:pos:R:3:forces:R:3:lowdin_charge:R:1 method="wB97M-V/def2-TZVPD" total_energy_ev=-19275.256 charge=+1 homo_ev=-13.914 molar_mass_g_mol=108.55 de_lowest_ev=1.4696
C 0.0309 -0.3969 0.1950 3.9 -1.9 -3.2 -0.2618
H 0.2706 -1.5378 0.2846 -1.5 2.1 -0.1 0.1592
O -0.2965 0.6205 -2.2851 -0.2 0.4 -0.9 0.0559
H 1.1176 -0.2979 1.9989 -0.1 1.5 -0.7 0.1205
N -1.3298 0.0638 0.2533 -2.4 1.1 2.1 0.1307
H -1.6607 0.6760 -0.5376 1.1 -0.1 0.2 0.1690
H -1.9610 -0.7495 0.1608 0.0 0.4 0.6 0.1789
H 0.4473 1.3294 1.2926 0.8 0.1 0.5 0.0878
H -1.5410 0.6639 1.2123 0.4 -2.1 -2.8 0.2549
Cl 1.5865 -1.1264 -2.4720 1.4 -1.0 -0.7 0.8910
C 0.4541 -0.1577 -1.8358 -2.5 0.7 4.6 -0.7930
H 1.9006 0.5222 0.6333 1.7 0.5 -0.7 0.0575
C 0.9814 0.3903 1.0996 -2.6 -1.7 1.0 -0.0506